{"formula": "C3H2NOS2", "method": "ωB97M-V/def2-TZVPD", "total_energy_ev": -28348.920, "gap_ev": [6.2902, 6.2897], "charge": -1, "symbols": ["C", "C", "C", "N", "O", "S", "S", "H", "H"], "positions_angstrom": [[0.469, -0.732, 0.749], [-0.316, -2.753, 0.456], [0.604, -1.173, -1.655], [0.381, -0.416, -0.602], [0.898, -0.903, -2.807], [-0.704, -3.752, 1.579], [0.296, -3.049, -1.051], [-0.478, -0.377, 1.151], [0.490, 0.633, -0.674]], "mulliken_charge": [-0.644, 0.061, 0.464, -0.049, -0.643, -0.435, -0.181, 0.150, 0.275]}

***

{"formula": "C2H2BrFO", "method": "ωB97M-V/def2-TZVPD", "total_energy_ev": -76910.136, "gap_ev": [6.6254, 8.6535], "symbols": ["C", "C", "O", "F", "Br", "H", "H"], "positions_angstrom": [[0.529, -0.063, -0.498], [-0.806, -0.376, -0.375], [1.077, 0.060, -1.535], [-1.319, -0.613, 0.839], [0.797, 1.875, 2.116], [1.024, 0.176, 0.558], [-1.302, -1.059, -1.106]], "mulliken_charge": [0.283, 0.057, -0.398, -0.170, -0.058, -0.019, 0.305]}

***

Across the entries above, energy relative to the best compared isomer or geometry (same formula, charge and spin) takes the values 113.6, 59.4 kcal/mol, respectively.
Across the entries above, max |F| takes the values 5.43, 4.31 eV/A, respectively.